[1]
125
Properties=species:S:1:pos:R:3:forces:R:3:mulliken_charge:R:1 method="wB97M-V/def2-TZVPD" e_tot_ev=-252954.3554 relative_energy_ev=0.843 homo_energy_ev=-5.142 max_force_ev_per_a=2.71 multiplicity=1 lumo_energy_ev=2.30 charge=-1 orbital_gap_ev=7.4419
Pb -0.553 -0.251 0.689 -0.31 -0.04 0.18 1.763
C 4.685 0.939 -4.939 -0.36 1.32 -0.37 -2.248
C 3.683 -0.136 -5.250 -0.05 -1.31 -0.01 2.376
C 3.028 0.053 -6.610 0.36 1.53 -1.53 -1.597
C 4.430 -1.497 -5.378 0.56 -0.81 -0.07 -1.462
C 2.591 -0.254 -4.210 -1.05 -1.90 0.23 -0.896
C 2.421 0.558 -3.133 0.27 -0.27 0.02 -0.151
C 1.411 0.350 -2.189 0.83 0.49 0.05 -0.662
Se 1.508 1.591 -0.696 0.30 -0.60 0.15 0.058
C 2.968 0.624 0.192 0.82 2.25 -1.27 -0.613
C 4.263 1.123 0.012 0.00 1.43 0.01 0.286
C 5.364 0.387 0.434 0.00 0.84 -0.48 -0.875
C 5.070 -0.827 0.985 -0.42 -1.59 0.48 0.574
C 3.806 -1.399 1.113 -0.17 0.06 1.02 -1.453
C 2.729 -0.611 0.746 -2.34 -0.44 -0.62 0.888
O 1.475 -1.061 0.790 0.62 -0.41 0.64 -1.171
C 3.495 -2.781 1.710 0.71 -0.53 0.22 2.654
C 4.799 -3.534 2.045 -1.09 0.11 -0.51 -2.613
C 2.826 -3.633 0.650 -0.98 -1.07 -0.60 -1.568
C 2.650 -2.752 3.008 -0.15 -0.56 0.43 -1.341
C 6.788 0.863 0.131 0.14 0.50 -0.10 1.888
C 7.085 2.273 0.748 0.92 -0.67 -1.18 -1.791
C 7.848 -0.102 0.672 -0.76 0.46 0.06 -2.299
C 6.943 0.918 -1.420 0.01 -1.56 1.33 -1.607
C 0.518 -0.722 -2.266 0.13 0.33 -0.86 1.729
O -0.492 -0.836 -1.466 -0.90 -0.37 0.62 -0.003
C 0.684 -1.639 -3.363 0.86 0.58 -0.25 -1.599
C 1.708 -1.381 -4.262 0.15 1.30 0.34 0.275
C -0.244 -2.826 -3.593 0.35 0.68 -0.38 2.864
C -0.309 -3.753 -2.388 -0.72 -1.15 0.03 -1.379
C -1.624 -2.320 -4.028 -0.26 0.41 -0.26 -1.726
C 0.258 -3.655 -4.761 -0.48 -1.77 -0.12 -2.543
H 5.410 1.028 -5.736 0.46 -0.31 -0.21 0.504
H 5.184 0.787 -3.994 0.22 -0.14 0.25 0.276
H 4.228 1.948 -4.930 -0.08 -0.43 0.25 0.368
H 3.802 -0.114 -7.419 -0.89 -0.01 0.67 0.376
H 2.664 1.115 -6.783 0.26 -1.11 0.42 0.305
H 2.168 -0.616 -6.749 0.37 0.12 -0.06 0.305
H 5.266 -1.424 -6.108 -0.48 0.18 0.25 0.453
H 3.748 -2.284 -5.788 0.54 0.55 0.46 0.360
H 4.909 -1.893 -4.446 -0.70 0.51 -0.48 0.251
H 3.198 1.272 -2.989 0.04 0.92 0.43 0.364
H 4.461 2.164 -0.393 -0.63 -1.40 0.25 0.264
H 5.849 -1.442 1.340 1.01 -0.50 0.25 0.847
H 5.440 -3.540 1.171 0.35 -0.07 -0.06 0.432
H 4.478 -4.561 2.253 0.46 0.13 0.30 0.587
H 5.267 -3.045 2.876 0.57 -0.09 0.58 0.444
H 3.567 -3.827 -0.133 -0.15 -0.17 -0.07 0.377
H 1.955 -3.164 0.173 0.31 0.02 0.27 0.033
H 2.457 -4.627 1.052 0.57 1.00 -0.24 0.331
H 2.914 -1.877 3.591 -0.13 0.42 0.14 0.293
H 2.863 -3.617 3.710 -0.09 0.64 -1.06 0.364
H 1.569 -2.783 2.803 0.43 0.18 0.04 0.130
H 7.020 2.342 1.816 -0.15 -0.32 0.64 0.408
H 6.461 3.033 0.332 -0.74 0.50 -0.31 0.344
H 8.109 2.577 0.454 -0.28 -0.22 0.19 0.448
H 7.687 -0.144 1.734 0.30 -0.20 0.69 0.487
H 8.837 0.289 0.468 0.27 -0.06 -0.08 0.443
H 7.725 -1.105 0.281 0.13 -0.17 -0.23 0.367
H 6.115 1.442 -1.847 -0.22 0.48 -0.55 0.396
H 6.932 -0.139 -1.758 -0.24 0.56 -0.08 0.319
H 7.915 1.293 -1.675 0.41 0.61 -0.33 0.455
H 1.844 -2.028 -5.093 -0.02 -0.48 -0.38 0.229
H -0.574 -3.279 -1.457 0.17 0.50 0.25 -0.052
H 0.604 -4.374 -2.234 -0.51 0.54 -0.24 0.247
H -1.174 -4.427 -2.584 0.64 -0.03 0.14 0.503
H -1.953 -1.399 -3.527 0.14 -0.35 -0.09 0.269
H -2.359 -3.104 -3.859 -0.24 -0.01 0.01 0.406
H -1.588 -2.131 -5.118 -0.13 0.13 0.52 0.371
H 1.233 -4.022 -4.530 1.02 -0.29 0.17 0.532
H 0.335 -3.193 -5.747 -0.42 0.21 0.18 0.378
H -0.346 -4.602 -4.839 0.18 0.96 -0.10 0.416
C -4.340 -0.115 5.703 -1.01 -0.50 -0.28 -1.188
C -3.069 0.653 5.406 -1.08 -0.48 -1.94 -0.688
Ge -3.033 1.656 3.689 -1.20 0.37 0.72 0.364
C -1.308 2.550 3.513 -0.17 0.26 -0.10 -0.486
C -1.266 3.509 2.325 1.01 -1.95 -1.22 -0.856
C -4.615 2.947 3.865 1.61 -1.51 -1.35 -0.632
C -5.470 2.717 2.867 0.01 -0.60 -0.40 -0.384
Ge -4.511 1.334 1.788 -0.23 -0.24 -0.72 0.132
C -3.930 2.160 0.071 -0.31 0.73 0.62 0.322
C -5.052 2.360 -0.925 -0.72 -0.07 0.13 -1.524
C -5.540 -0.310 1.488 0.29 -0.36 -0.50 -0.135
C -6.973 -0.124 1.045 -1.45 -0.88 -0.19 -1.316
C -6.699 3.500 2.650 -0.43 -0.12 -0.36 -0.185
C -6.748 4.526 1.721 0.97 0.32 -0.69 0.139
C -7.873 5.304 1.579 0.26 1.60 -0.45 -0.811
C -8.984 5.088 2.345 -1.67 0.79 0.03 -0.187
C -9.007 4.037 3.217 -0.78 -0.31 0.95 -0.728
C -7.876 3.255 3.353 0.21 -0.48 0.80 -0.025
H -4.264 -0.599 6.661 0.19 -0.34 0.58 0.416
H -4.625 -0.935 4.999 0.42 0.76 0.19 0.212
H -5.220 0.538 5.821 0.24 -0.01 -0.37 0.265
H -2.222 0.018 5.412 0.97 -0.54 0.27 0.359
H -3.008 1.439 6.098 0.51 1.06 1.20 0.525
H -0.550 1.766 3.455 0.08 0.13 -0.05 0.213
H -1.143 3.109 4.427 0.08 0.00 0.43 0.555
H -1.302 2.859 1.396 0.21 0.89 0.72 -0.022
H -0.339 4.094 2.300 -0.26 -0.03 -0.06 0.361
H -2.121 4.133 2.255 -0.76 0.79 0.18 0.406
H -4.703 3.812 4.417 -0.43 1.83 1.81 0.639
H -3.137 1.631 -0.402 0.77 -0.63 -0.14 -0.107
H -3.547 3.139 0.365 0.18 0.06 0.03 0.328
H -5.408 1.378 -1.269 0.12 0.39 -0.28 0.285
H -4.785 3.029 -1.766 -0.01 -0.54 0.26 0.364
H -5.893 2.831 -0.405 -0.15 0.03 -0.22 0.379
H -5.578 -0.844 2.426 0.16 -0.15 0.41 0.356
H -5.013 -0.970 0.779 -0.03 0.39 0.21 0.012
H -7.566 0.451 1.758 0.10 0.17 0.06 0.299
H -7.490 -1.116 0.986 0.41 0.53 0.16 0.388
H -7.172 0.299 0.059 0.52 0.27 0.00 0.265
H -5.863 4.774 1.118 -0.31 -0.19 0.33 0.423
H -7.836 6.233 0.996 0.05 -0.61 -0.16 0.313
H -9.877 5.746 2.326 0.81 -0.34 -0.29 0.307
H -9.919 3.926 3.848 0.95 -0.32 -0.46 0.317
H -7.852 2.480 4.101 -0.08 -0.29 0.12 0.432
O -3.267 -1.187 -0.918 0.93 -0.35 -0.40 -0.650
H -2.994 -1.835 -0.234 -0.07 0.21 -0.31 0.355
H -2.479 -1.246 -1.523 -0.82 0.23 0.68 0.031
O -0.726 -3.767 2.857 -0.06 -0.71 0.53 -0.643
S -1.493 -3.775 1.599 0.49 0.95 0.14 0.036
N -1.449 -2.514 0.846 -0.48 -0.29 -0.55 -0.589
O -0.535 -1.098 3.880 0.47 0.20 -0.14 -0.489
H 0.437 -1.111 3.798 -0.57 -0.09 0.03 0.223
H -0.802 -1.975 3.548 0.24 -0.07 0.06 0.233

[2]
10
Properties=species:S:1:pos:R:3:forces:R:3:mulliken_charge:R:1 method="wB97M-V/def2-TZVPD" e_tot_ev=-15499.2911 relative_energy_ev=0.611 homo_energy_ev=-15.797 max_force_ev_per_a=1.50 multiplicity=1 lumo_energy_ev=-4.33 charge=+1 orbital_gap_ev=11.4634
C 0.784 -0.751 -0.497 0.28 0.28 0.07 0.727
N -0.370 -0.797 -1.117 0.16 -0.09 0.11 -0.318
O 1.293 -1.883 -0.118 -0.26 -0.42 -0.09 -0.390
S 1.526 0.789 -0.247 -0.04 0.16 -0.06 -0.050
H 2.629 0.346 0.375 -0.04 -0.14 -0.02 0.172
H -1.600 1.796 0.821 0.49 -0.89 -0.92 0.149
H -0.835 0.050 -1.428 0.12 -0.21 0.03 0.259
H -0.834 -1.686 -1.270 0.08 0.06 0.03 0.265
H 2.149 -1.872 0.340 -0.20 0.27 -0.13 0.369
H -1.313 1.277 0.308 -0.58 0.96 0.99 -0.184

[3]
52
Properties=species:S:1:pos:R:3:forces:R:3:mulliken_charge:R:1 method="wB97M-V/def2-TZVPD" e_tot_ev=-89340.4975 relative_energy_ev=0.000 homo_energy_ev=-14.995 max_force_ev_per_a=3.46 multiplicity=1 lumo_energy_ev=-7.80 charge=+2 orbital_gap_ev=7.1930
N 0.467 1.235 -1.295 0.10 -0.25 1.37 -0.715
C 0.175 1.661 -2.394 -0.93 0.87 -2.52 0.804
O -0.125 2.055 -3.466 0.84 -0.88 2.54 -0.426
Rb 4.153 0.909 0.588 0.41 -0.03 -0.60 0.999
Nb 0.017 0.459 0.488 -0.78 -0.85 -3.26 -0.396
N 1.315 -1.074 0.393 -1.41 1.33 1.11 0.636
N -1.790 -0.112 -0.035 1.61 0.60 2.16 0.658
C 1.958 -2.058 -0.500 0.09 -0.37 -0.57 0.810
C -2.754 -0.437 -1.095 -0.42 -0.27 -0.79 0.733
C 3.233 -2.615 0.149 0.16 0.01 0.12 -1.279
C 1.034 -3.254 -0.777 -0.10 -0.13 -0.13 -1.210
C 2.304 -1.392 -1.832 0.08 0.00 -0.23 -1.234
C -3.431 0.846 -1.586 0.14 0.22 0.09 -1.334
C -3.830 -1.396 -0.585 -0.01 -0.21 0.15 -1.683
C -2.039 -1.088 -2.273 0.00 -0.17 -0.09 -1.369
H 3.946 -1.836 0.454 -0.18 -0.16 -0.08 0.095
H 3.753 -3.257 -0.574 -0.15 0.13 0.21 0.428
H 3.006 -3.225 1.032 0.07 0.12 -0.14 0.388
H 0.887 -3.869 0.118 0.01 0.05 -0.27 0.479
H 1.501 -3.890 -1.544 -0.18 0.17 0.30 0.495
H 0.058 -2.931 -1.156 0.25 -0.05 0.10 0.072
H 1.417 -0.962 -2.314 0.25 -0.17 0.13 0.148
H 2.723 -2.157 -2.505 -0.13 0.34 0.22 0.495
H 3.062 -0.596 -1.734 -0.25 -0.19 0.01 0.159
H -3.973 1.347 -0.775 0.01 -0.03 -0.19 0.337
H -4.143 0.581 -2.379 0.15 0.15 0.25 0.460
H -2.689 1.537 -2.002 -0.18 -0.05 0.03 0.219
H -4.483 -0.927 0.160 0.09 -0.11 -0.11 0.411
H -3.380 -2.298 -0.156 -0.12 0.08 -0.05 0.389
H -4.458 -1.699 -1.431 0.15 0.08 0.25 0.449
H -2.801 -1.362 -3.018 0.38 0.07 0.17 0.533
H -1.520 -2.002 -1.959 -0.14 0.21 -0.14 0.135
H -1.332 -0.405 -2.754 -0.08 -0.16 0.07 0.169
C 0.834 -1.617 1.689 0.82 -0.36 -0.20 -0.679
H 0.044 -0.952 2.137 0.22 -0.19 0.31 0.280
H 0.379 -2.615 1.593 -0.06 0.51 -0.05 0.463
H 1.656 -1.662 2.419 -0.54 0.13 -0.05 0.354
C -2.347 0.087 1.332 -0.65 -0.21 -0.81 -0.988
H -1.599 0.566 2.014 -0.04 0.11 0.13 0.390
H -3.217 0.760 1.305 0.46 0.03 0.19 0.430
H -2.648 -0.869 1.786 0.26 0.30 -0.06 0.350
Cl -1.553 3.326 0.523 0.33 -0.05 0.41 -0.091
C -0.097 3.404 1.481 1.13 -0.04 0.00 0.649
C 0.564 2.191 1.789 -0.25 -0.35 0.59 0.039
C 1.786 2.272 2.488 0.09 -0.03 -0.60 -0.291
Cl 2.563 0.813 3.180 -0.80 0.81 -0.18 -0.020
C 2.496 3.476 2.515 0.29 0.03 -0.39 0.303
Cl 4.256 3.395 2.567 -0.76 0.56 0.66 -0.169
C 1.839 4.697 2.230 -0.40 -0.70 -0.08 0.188
Cl 2.677 6.174 2.388 -0.20 -0.26 -0.07 -0.107
C 0.488 4.657 1.783 0.19 -0.36 0.16 0.156
Cl -0.381 6.109 1.538 0.18 -0.24 -0.05 -0.113